[1]
A structure of composition C15H10Cl4N2O5Re, computed with wB97M-V/def2-TZVPD.

Properties
Kohn-Sham gap (alpha / beta) = 0.259 / 0.214 Eh
highest occupied orbital energy (alpha / beta) = -14.91 / -14.99 eV
relative energy (zero: lowest compared OMol25 entry of this formula, charge and spin) = 1.7 kcal per mole
<S²> = 0.7954
net charge = +2
multiplicity = 2

Atoms and positions in Å:
Re: -0.197 -0.178 -1.546
Cl: -5.234 -1.621 2.708
C: -4.289 -0.889 1.533
C: -4.795 0.277 0.847
Cl: -6.328 0.872 1.249
C: -4.045 0.897 -0.121
Cl: -4.569 2.270 -0.975
C: -2.767 0.360 -0.424
O: -1.976 0.847 -1.311
C: -2.273 -0.799 0.270
O: -1.062 -1.179 -0.124
C: -3.021 -1.424 1.238
Cl: -2.404 -2.799 2.033
N: 1.439 -1.545 -1.198
C: 2.374 -0.983 -0.213
C: 3.514 -1.615 0.187
C: 4.358 -1.002 1.138
C: 4.045 0.221 1.659
C: 2.867 0.892 1.253
C: 2.480 2.165 1.730
C: 1.330 2.751 1.270
C: 0.548 2.073 0.332
N: 0.877 0.874 -0.133
C: 2.030 0.272 0.309
H: 1.948 -1.795 -2.046
H: 1.051 -2.416 -0.833
H: 3.780 -2.584 -0.220
H: 5.260 -1.512 1.446
H: 4.694 0.693 2.385
H: 3.104 2.672 2.456
H: 1.016 3.727 1.610
H: -0.363 2.509 -0.060
O: -1.461 -1.300 -2.926
H: -2.180 -0.829 -3.374
H: -1.203 -2.048 -3.481
O: 0.505 0.727 -2.870
O: 0.946 1.417 -3.797



[2]
A structure of composition C15H10F3N2PdS2Te, computed with wB97M-V/def2-TZVPD.

Properties
Kohn-Sham gap = 0.224 Eh
highest occupied orbital energy = -5.09 eV
relative energy (zero: lowest compared OMol25 entry of this formula, charge and spin) = 50.2 kcal per mole
net charge = -1
multiplicity = 1

Atoms and positions in Å:
Pd: 2.135 -0.450 -0.360
S: 3.482 -1.938 0.940
C: 4.552 -0.620 1.205
S: 4.133 0.696 0.175
C: 5.588 -0.607 2.105
C: 5.890 -1.767 2.900
N: 6.135 -2.694 3.539
C: 6.407 0.563 2.275
N: 7.062 1.503 2.400
F: -6.734 1.869 2.016
C: -6.131 2.638 1.088
F: -6.882 2.523 -0.025
F: -6.248 3.907 1.504
C: -4.710 2.232 0.853
C: -4.454 0.949 0.384
C: -3.152 0.532 0.181
C: -2.069 1.384 0.444
C: -2.349 2.675 0.904
C: -3.656 3.095 1.109
C: -0.716 0.943 0.244
C: 0.453 0.612 0.123
H: -5.280 0.279 0.176
H: -2.948 -0.465 -0.186
H: -1.523 3.345 1.100
H: -3.855 4.096 1.466
C: 0.585 -3.806 -3.237
Te: 0.636 -1.965 -2.160
C: 2.719 -1.831 -2.670
H: 1.304 -4.508 -2.819
H: 0.824 -3.574 -4.272
H: -0.421 -4.218 -3.163
H: 2.852 -1.764 -3.750
H: 3.230 -2.697 -2.263
H: 3.142 -0.935 -2.224



[3]
A structure of composition C15H10F4N6NaSbSe4, computed with wB97M-V/def2-TZVPD.

Properties
Kohn-Sham gap = 0.179 Eh
highest occupied orbital energy = -7.88 eV
net charge = 0
multiplicity = 1

Atoms and positions in Å:
Na: 2.312 0.778 -0.663
N: 4.097 -1.049 -0.444
C: 4.080 -1.452 -1.820
C: 4.906 -0.551 -2.724
C: 4.300 0.728 -3.301
N: 3.946 1.693 -2.272
H: 4.981 -0.895 0.026
H: 3.633 -1.708 0.193
H: 3.059 -1.566 -2.217
H: 4.577 -2.451 -1.888
H: 5.348 -1.245 -3.529
H: 5.723 -0.315 -2.058
H: 3.483 0.488 -4.022
H: 5.006 1.210 -4.009
H: 3.225 2.285 -2.535
H: 4.717 2.239 -1.949
F: -3.176 0.012 -1.817
C: -3.539 -0.052 -0.560
C: -4.725 -0.386 -0.126
F: -5.621 -0.958 -0.986
C: -5.237 -0.154 1.209
C: -4.324 0.571 2.064
C: -3.053 0.822 1.661
F: -2.352 1.691 2.416
C: -2.526 0.338 0.342
C: -1.169 0.195 0.236
C: -0.554 -0.139 -0.960
N: 0.175 -0.423 -1.808
C: -0.139 0.547 1.368
N: 0.690 1.378 0.991
F: -4.686 0.992 3.206
C: -6.531 -0.313 1.442
C: -7.598 -0.815 0.714
N: -8.543 -1.297 0.300
C: -7.065 -0.059 2.761
N: -7.557 0.224 3.770
Se: 3.500 -2.329 2.933
Sb: 2.382 -0.281 3.460
Se: 2.393 0.688 5.550
Se: -0.221 -0.527 2.887
Se: 2.081 2.083 2.165



[4]
An isolated molecule of C15H11BrF2N4O2, computed with wB97M-V/def2-TZVPD.

Properties
Kohn-Sham gap = 0.272 Eh
highest occupied orbital energy = -8.12 eV
structure (SMILES) = Cc1nn(CC(=O)Nc2c(F)cc(F)cc2Br)c(=O)c2cccn12
net charge = 0
multiplicity = 1

Atoms and positions in Å:
C: -2.908 -3.277 1.034
C: -1.900 -2.400 1.304
N: -0.803 -2.595 0.574
N: 0.230 -1.602 0.747
C: 1.344 -1.839 -0.215
C: 1.620 -0.790 -1.281
O: 1.308 -1.094 -2.353
N: 1.770 0.486 -0.873
C: 1.704 1.342 -1.802
C: 2.753 1.516 -2.848
F: 3.595 0.601 -3.025
C: 2.620 2.599 -3.862
C: 2.037 3.658 -3.569
F: 1.761 4.839 -4.327
C: 1.043 3.602 -2.489
C: 1.104 2.617 -1.574
Br: -0.413 2.426 -0.392
C: 0.099 -0.463 1.627
O: 1.306 0.274 1.772
C: -0.786 -0.304 2.509
C: -1.365 0.359 3.324
C: -2.629 0.009 3.684
C: -3.018 -1.035 3.044
N: -1.820 -1.486 2.072
H: -2.648 -3.993 0.173
H: -3.245 -3.709 1.863
H: -3.847 -2.632 0.647
H: 1.360 -2.961 -0.582
H: 2.258 -1.707 0.376
H: 1.720 0.617 0.176
H: 3.380 2.413 -4.660
H: 0.260 4.467 -2.288
H: -0.640 1.093 3.836
H: -3.369 0.604 4.554
H: -3.880 -1.633 2.825